# 1
Density functional theory data (wB97M-V/def2-TZVPD) for a 9-piece molecular cluster, C43H79Cl17FN3O2PS overall at a distorted geometry.

Geometry as XYZ:
```
147
C43H79Cl17FN3O2PS, DFT wB97M-V/def2-TZVPD
C -6.80 3.14 -1.03
C -5.78 1.97 -1.38
C -4.56 2.53 -2.24
C -3.35 2.73 -1.25
C -2.61 1.33 -1.10
C -1.43 1.59 -0.08
N -0.39 0.52 0.01
P 0.96 1.20 1.11
C 1.59 2.86 0.52
C 1.38 4.07 1.56
C 0.45 1.43 2.87
C 1.80 1.57 3.72
C 0.33 0.15 -1.26
C 0.60 1.27 -2.31
C 2.16 1.56 -2.53
C 2.52 1.73 -4.07
Cl 1.37 2.83 -4.94
C -0.25 -1.11 -2.05
C 0.79 -1.69 -3.11
C 0.14 -1.85 -4.56
C 0.80 -0.93 -5.63
O 0.27 -1.17 -6.96
C -1.02 -0.66 -7.06
C -1.34 0.83 -7.36
O -1.94 -1.41 -6.88
N -0.64 -2.25 -1.20
C -1.23 -3.35 -2.00
C -2.41 -3.02 -2.76
C -3.01 -4.12 -3.53
C -2.28 -5.36 -3.38
C -1.08 -5.53 -2.61
N -0.56 -4.50 -1.91
C -1.62 -1.74 -0.24
C -0.87 -0.74 0.72
F -1.77 -0.50 1.74
S 0.55 -1.73 1.42
H -6.72 3.41 0.05
H -7.82 2.78 -1.32
H -6.57 4.01 -1.69
H -6.29 1.20 -2.02
H -5.42 1.44 -0.46
H -4.29 1.72 -2.96
H -4.81 3.47 -2.78
H -3.65 3.15 -0.26
H -2.62 3.44 -1.72
H -2.26 1.08 -2.13
H -3.39 0.64 -0.70
H -1.02 2.59 -0.38
H -1.94 1.81 0.90
H 1.16 3.24 -0.43
H 2.70 2.75 0.37
H 2.08 4.01 2.43
H 0.30 4.10 1.83
H 1.57 5.00 0.97
H -0.19 2.33 3.05
H -0.09 0.59 3.35
H 2.66 1.76 3.03
H 1.74 2.49 4.37
H 1.97 0.67 4.34
H 1.34 -0.20 -0.92
H 0.15 2.27 -2.14
H 0.23 0.94 -3.33
H 2.47 2.52 -2.06
H 2.79 0.70 -2.18
H 3.50 2.27 -4.07
H 2.70 0.76 -4.58
H -1.09 -0.70 -2.69
H 1.67 -1.00 -3.26
H 1.24 -2.65 -2.75
H -0.95 -1.63 -4.56
H 0.34 -2.91 -4.89
H 0.49 0.13 -5.39
H 1.91 -0.98 -5.68
H -0.70 1.51 -6.74
H -2.41 1.08 -7.12
H -1.24 1.00 -8.46
H -2.87 -2.01 -2.77
H -3.91 -4.00 -4.15
H -2.66 -6.25 -3.94
H -0.62 -6.53 -2.57
H -2.58 -1.35 -0.66
H -1.91 -2.60 0.43
H 1.48 -1.93 0.43
Cl 5.90 0.06 1.06
C 5.62 -0.26 2.80
C 5.02 -1.62 3.04
Cl 3.35 -1.73 2.43
H 4.98 0.54 3.18
H 6.59 -0.18 3.29
H 4.98 -1.82 4.12
H 5.61 -2.41 2.57
Cl -8.76 4.24 1.42
C -10.47 3.84 1.13
C -10.65 2.47 0.52
Cl -10.06 2.36 -1.16
H -10.89 4.62 0.49
H -10.97 3.88 2.10
H -11.72 2.23 0.49
H -10.15 1.70 1.10
Cl -0.18 -6.77 5.07
C 0.16 -5.68 3.70
C 1.48 -5.98 3.04
Cl 2.87 -5.58 4.09
H 0.12 -4.65 4.07
H -0.65 -5.81 2.98
H 1.59 -5.37 2.14
H 1.56 -7.03 2.76
Cl -11.77 -1.68 -2.94
C -11.42 -0.54 -4.27
C -10.07 -0.80 -4.90
Cl -8.73 -0.41 -3.79
H -11.48 0.47 -3.87
H -12.20 -0.66 -5.01
H -9.95 -0.17 -5.78
H -9.97 -1.84 -5.21
Cl 4.98 1.61 5.43
C 6.54 2.10 6.16
C 7.29 3.09 5.30
Cl 7.88 2.35 3.78
H 7.12 1.20 6.34
H 6.31 2.55 7.12
H 8.16 3.45 5.83
H 6.67 3.94 5.03
Cl -1.15 3.70 5.99
C -2.89 3.34 5.83
C -3.14 1.94 5.30
Cl -2.63 1.78 3.60
H -3.34 4.10 5.19
H -3.33 3.43 6.82
H -4.20 1.72 5.33
H -2.61 1.19 5.88
Cl 12.12 0.12 4.76
C 12.17 -0.19 3.00
C 10.99 0.41 2.28
Cl 9.46 -0.41 2.69
H 12.22 -1.27 2.86
H 13.10 0.25 2.63
H 11.12 0.31 1.20
H 10.88 1.47 2.51
Cl 7.18 -3.04 1.25
C 8.17 -4.52 1.23
C 9.13 -4.57 2.39
Cl 10.41 -3.33 2.24
H 8.68 -4.57 0.28
H 7.48 -5.36 1.30
H 9.63 -5.54 2.42
H 8.63 -4.41 3.35
```

Computed properties:
ΔE to the lowest compared entry with this formula, charge and spin in eV: 0.000
Net charge: +1
Frontier orbital gap in Ha: 0.323
Lowest unoccupied orbital energy in eV: -1.55



# 2
Density functional theory data (wB97M-V/def2-TZVPD) for a 7-piece molecular cluster, H14O6S overall at a distorted geometry.

Geometry as XYZ:
```
21
H14O6S, DFT wB97M-V/def2-TZVPD
S -1.84 -0.67 -0.01
H -2.44 0.46 0.39
H -0.96 -1.19 0.86
H -0.20 0.44 -3.30
H -0.10 0.08 -1.85
O -0.23 0.85 -2.43
H -2.38 -4.28 5.11
H -1.72 -4.91 3.88
O -2.39 -4.28 4.15
H 2.59 1.41 -2.42
H 2.76 1.54 -3.87
O 3.16 1.08 -3.12
H -0.29 3.50 -0.56
H 0.47 2.37 -1.27
O 0.49 2.94 -0.49
H 1.88 0.46 -0.10
H 2.92 -0.62 -0.15
O 1.97 -0.49 -0.18
H -0.33 1.24 1.38
H 0.74 1.80 2.25
O 0.31 0.96 2.04
```

Computed properties:
ΔE to the lowest compared entry with this formula, charge and spin in eV: 1.471
Frontier orbital gap in Ha: 0.371
SMILES: O.O.O.O.O.O.S
Lowest unoccupied orbital energy in eV: 0.34



# 3
Density functional theory data (wB97M-V/def2-TZVPD) for an isolated molecule of C8H17P at a distorted geometry.

Geometry as XYZ:
```
26
C8H17P, DFT wB97M-V/def2-TZVPD
C -1.30 0.54 0.02
C 0.10 0.23 -0.30
C -1.26 0.91 1.58
C -2.13 1.66 -0.76
C 0.70 0.52 -1.70
C 1.33 -2.02 -0.49
C 2.12 -0.18 0.98
C 0.86 -0.78 0.33
P -2.48 -1.16 -0.02
H -0.93 2.01 1.86
H -0.46 0.35 2.09
H -2.31 0.70 2.00
H -2.02 1.50 -1.89
H -1.87 2.60 -0.58
H -3.20 1.53 -0.39
H 0.33 -0.18 -2.44
H 1.70 0.26 -1.66
H 0.61 1.52 -2.03
H 1.74 -2.78 0.30
H 2.02 -1.76 -1.26
H 0.47 -2.47 -1.07
H 2.99 -0.85 1.06
H 1.83 0.23 1.97
H 2.47 0.78 0.51
H 0.29 -1.27 1.19
H -1.61 -1.89 0.71
```

Computed properties:
ΔE to the lowest compared entry with this formula, charge and spin in eV: 2.628
Frontier orbital gap (spin up / spin down) in Ha: 0.217 / 0.312
Lowest unoccupied orbital energy (spin up / spin down) in eV: -0.94 / 0.21



# 4
Density functional theory data (wB97M-V/def2-TZVPD) for a 14-piece molecular cluster, C12H52N24O14 overall at a distorted geometry.

Geometry as XYZ:
```
102
C12H52N24O14, DFT wB97M-V/def2-TZVPD
O 0.56 4.34 0.74
H 0.89 4.12 -0.13
H 0.70 5.28 0.82
O -0.44 2.92 -3.45
H -1.06 3.65 -3.49
H -0.48 2.63 -2.53
C -1.23 2.37 3.26
O -1.62 1.76 2.25
N -1.70 2.18 4.50
N -0.30 3.21 3.23
H -1.29 2.76 5.22
H -2.50 1.61 4.71
H -0.01 3.70 2.40
H -0.12 3.58 4.16
C -0.23 -1.82 3.68
O -0.01 -2.97 3.27
N 0.72 -0.92 3.66
N -1.40 -1.38 4.15
H 0.45 0.05 3.75
H 1.65 -1.26 3.46
H -2.22 -1.98 4.14
H -1.35 -0.48 4.60
C 3.83 2.95 3.43
O 4.45 4.04 3.32
N 4.08 2.08 4.33
N 2.83 2.53 2.67
H 4.95 2.02 4.84
H 3.39 1.36 4.52
H 2.34 1.65 2.79
H 2.30 3.22 2.17
C -1.59 -2.52 -3.94
O -1.02 -2.42 -5.02
N -2.86 -2.59 -3.71
N -0.94 -2.80 -2.86
H -3.44 -2.16 -4.41
H -3.21 -2.66 -2.76
H -0.01 -3.17 -2.99
H -1.58 -3.14 -2.16
C -4.00 -0.44 1.24
O -4.83 -1.28 0.90
N -3.19 0.23 0.54
N -3.84 -0.02 2.47
H -2.63 1.00 0.89
H -3.24 0.09 -0.46
H -3.12 0.69 2.54
H -4.30 -0.39 3.29
C -3.48 3.67 -0.29
O -3.41 4.60 0.46
N -4.56 3.07 -0.70
N -2.46 3.16 -0.83
H -5.45 3.43 -0.39
H -4.53 2.29 -1.34
H -2.65 2.37 -1.43
H -1.56 3.42 -0.44
C -1.82 -4.01 0.31
O -2.12 -4.24 -0.81
N -1.17 -4.95 0.93
N -1.99 -2.98 1.02
H -1.06 -5.80 0.39
H -0.98 -4.69 1.89
H -1.74 -3.10 1.99
H -2.51 -2.24 0.57
C 2.00 -4.14 -2.10
O 1.89 -4.93 -3.04
N 1.25 -4.01 -1.09
N 3.02 -3.32 -1.94
H 0.37 -4.50 -1.08
H 1.60 -3.39 -0.36
H 3.75 -3.22 -2.63
H 3.10 -2.86 -1.05
C 3.30 -1.72 1.47
O 2.69 -2.05 0.48
N 3.26 -0.57 2.08
N 3.86 -2.56 2.26
H 3.94 -0.47 2.81
H 2.93 0.22 1.54
H 3.73 -3.55 2.12
H 4.14 -2.21 3.17
C -0.05 0.53 -0.51
O -0.14 1.48 -1.23
N 0.39 0.58 0.70
N -0.28 -0.72 -0.92
H 0.23 1.53 0.98
H 0.32 -0.26 1.27
H -0.71 -0.87 -1.83
H -0.34 -1.40 -0.18
C 2.96 1.98 -2.59
O 3.97 1.91 -1.88
N 2.45 1.02 -3.11
N 2.27 3.04 -2.85
H 1.53 1.06 -3.52
H 2.94 0.14 -3.09
H 1.39 3.08 -3.33
H 2.60 3.79 -2.26
C 0.49 0.58 -5.61
O 0.37 1.68 -6.11
N 1.19 -0.37 -6.19
N -0.11 0.15 -4.51
H 1.09 -1.33 -5.89
H 1.51 0.01 -7.07
H -0.54 0.89 -3.98
H -0.22 -0.84 -4.34
```

Computed properties:
Frontier orbital gap in Ha: 0.283
Lowest unoccupied orbital energy in eV: -0.99